# 1
Below is a 10-piece molecular cluster, C18H42Br10N4O9 overall at a distorted geometry, with properties calculated with ωB97M-V with the def2-TZVPD basis set.

Geometry (Å):
C: 4.278 34.204 -20.510
N: 2.784 34.230 -20.427
O: 2.312 34.921 -19.556
O: 2.134 33.544 -21.179
H: 4.626 33.889 -19.534
H: 4.572 35.202 -20.822
H: 4.509 33.512 -21.315
C: 4.840 28.176 -19.170
N: 5.779 28.298 -18.024
O: 6.961 28.181 -18.262
O: 5.308 28.539 -16.931
H: 4.905 27.135 -19.473
H: 5.023 28.888 -19.965
H: 3.855 28.384 -18.761
C: 7.173 28.395 -23.645
N: 6.514 27.301 -22.866
O: 7.059 26.221 -22.859
O: 5.551 27.599 -22.193
H: 6.447 28.570 -24.440
H: 8.172 28.144 -23.973
H: 7.199 29.234 -22.963
C: 7.542 32.973 -21.243
N: 6.670 31.830 -21.624
O: 6.180 31.771 -22.732
O: 6.362 31.069 -20.727
H: 7.402 33.179 -20.191
H: 7.232 33.798 -21.881
H: 8.567 32.701 -21.482
Br: 4.302 34.420 -23.955
C: 5.104 34.125 -25.714
C: 6.480 33.491 -25.590
Br: 7.848 34.777 -25.031
H: 5.154 35.100 -26.189
H: 4.453 33.475 -26.287
H: 6.701 33.143 -26.601
H: 6.528 32.634 -24.930
Br: -0.074 24.388 -27.006
C: 1.270 25.145 -25.834
C: 2.143 26.090 -26.647
Br: 3.548 26.703 -25.423
H: 1.768 24.325 -25.330
H: 0.665 25.658 -25.092
H: 1.557 26.913 -27.033
H: 2.633 25.548 -27.450
Br: -0.760 35.150 -22.225
C: 0.420 34.639 -23.730
C: -0.277 34.968 -25.026
Br: 0.942 34.626 -26.497
H: 0.621 33.573 -23.621
H: 1.371 35.112 -23.509
H: -0.528 36.027 -25.037
H: -1.193 34.416 -25.197
Br: 0.204 28.603 -25.289
C: 0.731 29.714 -26.772
C: 0.400 31.181 -26.638
Br: -1.448 31.676 -26.281
H: 0.306 29.445 -27.741
H: 1.801 29.551 -26.854
H: 0.753 31.713 -27.521
H: 0.990 31.668 -25.865
Br: 2.398 29.650 -21.119
C: 3.021 29.552 -22.999
C: 2.562 30.785 -23.781
Br: 3.657 30.902 -25.382
H: 2.700 28.627 -23.460
H: 4.103 29.641 -22.957
H: 2.798 31.672 -23.198
H: 1.502 30.747 -24.007
C: -0.713 24.036 -21.742
C: 0.697 23.771 -22.246
O: 1.225 24.794 -23.084
C: 1.642 25.947 -22.361
C: 2.921 25.671 -21.566
H: -1.443 24.227 -22.523
H: -0.947 23.102 -21.220
H: -0.751 24.847 -21.014
H: 1.393 23.488 -21.451
H: 0.654 22.893 -22.899
H: 1.903 26.675 -23.131
H: 0.858 26.368 -21.729
H: 2.728 25.294 -20.557
H: 3.601 26.502 -21.393
H: 3.422 24.896 -22.150

Values from the calculation:
LUMO level = -0.634 eV
gap between HOMO and LUMO = 9.2 eV

***

# 2
Below is a 4-piece molecular cluster, C18H42BrCl2NO7 overall, with properties calculated with ωB97M-V with the def2-TZVPD basis set.

Geometry (Å):
C: -0.639 2.038 0.501
C: -0.110 0.710 -0.033
Cl: -1.102 -0.646 0.590
C: -0.063 0.676 -1.559
Cl: -1.667 0.984 -2.225
C: 0.683 -0.561 -2.163
Br: -0.462 -1.974 -2.905
O: 1.542 -1.026 -1.197
C: 2.272 -2.218 -1.445
C: 3.130 -2.209 -2.700
N: 3.328 -3.595 -3.132
H: -0.250 2.247 1.492
H: -0.354 2.845 -0.175
H: -1.725 2.021 0.536
H: 0.891 0.531 0.337
H: 0.535 1.535 -1.863
H: 1.244 -0.216 -3.029
H: 2.908 -2.344 -0.573
H: 1.594 -3.072 -1.468
H: 4.108 -1.787 -2.472
H: 2.686 -1.590 -3.485
H: 3.907 -3.595 -3.962
H: 2.431 -4.005 -3.361
C: -2.523 1.247 7.044
O: -3.307 1.546 5.907
C: -3.019 2.812 5.334
C: -2.148 2.698 4.106
O: -0.846 2.223 4.422
C: -0.662 0.854 4.105
H: -2.724 0.212 7.314
H: -1.455 1.361 6.839
H: -2.796 1.890 7.889
H: -2.534 3.461 6.070
H: -3.971 3.271 5.048
H: -2.048 3.688 3.655
H: -2.626 2.040 3.372
H: -0.684 0.719 3.021
H: -1.431 0.223 4.559
H: 0.314 0.557 4.487
C: -3.185 5.776 1.336
O: -3.528 5.427 2.664
C: -3.751 6.544 3.510
C: -5.225 6.793 3.730
O: -5.875 7.192 2.536
C: -6.613 6.156 1.917
H: -3.186 4.859 0.749
H: -3.905 6.477 0.907
H: -2.184 6.220 1.295
H: -3.281 7.439 3.092
H: -3.278 6.331 4.475
H: -5.343 7.600 4.460
H: -5.695 5.894 4.140
H: -7.493 5.892 2.514
H: -6.003 5.261 1.765
H: -6.945 6.529 0.950
C: 5.622 -8.431 -6.991
O: 6.174 -8.214 -5.707
C: 6.592 -6.878 -5.484
C: 5.596 -6.110 -4.646
O: 4.369 -5.920 -5.332
C: 3.345 -6.796 -4.896
H: 5.214 -9.440 -7.002
H: 4.822 -7.719 -7.212
H: 6.393 -8.355 -7.766
H: 6.749 -6.363 -6.437
H: 7.549 -6.913 -4.955
H: 6.008 -5.121 -4.423
H: 5.429 -6.625 -3.697
H: 3.014 -6.530 -3.887
H: 3.678 -7.837 -4.902
H: 2.507 -6.688 -5.583

Values from the calculation:
LUMO level = 0.524 eV
gap between HOMO and LUMO = 9.6 eV

***

# 3
Below is C18H42CaF2N7O10S2 as an isolated structure at a distorted geometry, with properties calculated with ωB97M-V with the def2-TZVPD basis set.

Geometry (Å):
Ca: 0.794 0.238 -0.229
N: 4.908 0.219 -1.030
S: 5.912 -0.044 -2.166
O: 6.835 -1.162 -2.048
O: 6.259 1.084 -2.989
F: 4.784 -0.752 -3.062
S: 6.106 0.932 -0.061
O: 6.649 2.196 -0.483
O: 7.042 0.059 0.618
F: 5.095 1.465 1.111
C: -6.076 -0.191 -0.746
C: -5.106 -1.063 -0.013
O: -3.890 -0.859 -0.192
N: -5.551 -1.967 0.883
C: -4.666 -2.841 1.611
H: -7.045 -0.666 -0.591
H: -5.837 -0.220 -1.809
H: -6.084 0.847 -0.413
H: -6.479 -1.929 1.281
H: -4.699 -2.565 2.665
H: -3.607 -2.801 1.356
H: -5.047 -3.855 1.493
C: 0.419 2.194 -6.777
C: -0.444 1.195 -6.015
O: -0.346 0.990 -4.805
N: -1.259 0.479 -6.795
C: -1.971 -0.642 -6.298
H: 1.433 1.814 -6.908
H: 0.467 3.096 -6.167
H: 0.036 2.482 -7.756
H: -1.239 0.684 -7.784
H: -1.414 -1.341 -5.674
H: -2.507 -1.037 -7.161
H: -2.766 -0.274 -5.649
C: 3.393 -3.882 4.210
C: 2.208 -3.042 4.650
O: 1.648 -2.309 3.865
N: 1.798 -3.241 5.875
C: 0.704 -2.525 6.525
H: 3.589 -3.606 3.174
H: 3.054 -4.917 4.164
H: 4.306 -3.788 4.799
H: 2.132 -4.090 6.308
H: -0.022 -3.208 6.965
H: 0.149 -1.925 5.804
H: 1.123 -1.917 7.327
C: -2.970 2.906 4.960
C: -1.474 3.165 4.551
O: -1.038 2.738 3.469
N: -0.697 3.816 5.454
C: 0.668 4.206 5.247
H: -3.140 3.310 5.958
H: -3.242 1.850 4.942
H: -3.694 3.460 4.363
H: -0.925 3.921 6.432
H: 1.283 3.332 5.459
H: 1.001 4.894 6.024
H: 0.898 4.561 4.242
C: 2.038 -6.576 -1.884
C: 0.720 -5.788 -1.893
O: 0.569 -4.582 -1.788
N: -0.312 -6.607 -2.185
C: -1.759 -6.167 -2.271
H: 2.063 -7.301 -1.070
H: 2.892 -5.914 -1.744
H: 2.179 -7.170 -2.787
H: -0.114 -7.598 -2.183
H: -1.863 -5.155 -1.879
H: -2.370 -6.930 -1.788
H: -2.071 -6.135 -3.315
C: 2.425 6.862 -1.493
C: 1.139 6.011 -1.338
O: 1.199 4.833 -0.928
N: -0.075 6.565 -1.574
C: -1.350 5.994 -1.408
H: 2.979 6.414 -2.318
H: 3.135 6.801 -0.669
H: 2.265 7.914 -1.731
H: -0.037 7.543 -1.825
H: -1.563 5.781 -0.360
H: -1.436 5.054 -1.953
H: -2.108 6.682 -1.783

Values from the calculation:
LUMO level = -6.921 eV
charge = +1
ΔE to the lowest compared entry with this formula, charge and spin = 1206.9 kJ/mol
gap between HOMO and LUMO = 3.9 eV

***

# 4
Below is a 6-piece molecular cluster, C18H42Cl3N3O14 overall at a distorted geometry, with properties calculated with ωB97M-V with the def2-TZVPD basis set.

Geometry (Å):
N: -14.978 3.097 2.192
H: -14.559 2.291 2.692
H: -15.450 3.674 2.895
H: -15.718 2.781 1.564
H: -14.210 3.533 1.680
Cl: -12.274 5.023 4.056
O: -12.360 3.599 3.751
O: -10.954 5.559 3.801
O: -13.241 5.744 3.260
O: -12.606 5.164 5.439
Cl: -11.976 4.630 -0.502
O: -12.043 3.732 -1.650
O: -13.143 4.428 0.345
O: -10.775 4.389 0.234
O: -11.970 6.012 -0.932
Cl: -17.408 5.747 5.016
O: -17.062 5.320 6.336
O: -18.812 6.025 4.967
O: -16.649 6.918 4.715
O: -17.081 4.692 4.064
C: -16.351 6.112 0.990
C: -16.775 5.499 -0.352
C: -15.935 6.145 -1.466
C: -15.979 5.378 -2.766
C: -15.485 3.938 -2.520
C: -16.314 3.223 -1.438
N: -16.579 4.059 -0.289
O: -17.245 3.454 0.795
C: -17.593 2.693 -2.154
C: -15.420 2.039 -0.998
C: -18.285 5.835 -0.586
H: -16.268 7.206 0.943
H: -15.376 5.733 1.292
H: -17.137 6.108 1.748
H: -16.327 7.157 -1.624
H: -14.917 6.407 -1.167
H: -15.367 5.924 -3.492
H: -16.946 5.330 -3.278
H: -14.419 3.960 -2.280
H: -15.506 3.429 -3.488
H: -18.346 2.451 -1.397
H: -18.011 3.426 -2.845
H: -17.430 1.770 -2.714
H: -15.877 1.447 -0.201
H: -15.304 1.375 -1.857
H: -14.460 2.421 -0.652
H: -18.456 6.797 -1.064
H: -18.728 5.889 0.412
H: -18.797 5.023 -1.109
H: -18.179 3.615 0.577
C: -12.512 0.768 1.527
C: -12.810 0.051 2.870
C: -11.622 0.418 3.783
C: -11.870 -0.015 5.234
C: -13.073 0.827 5.708
C: -14.323 0.492 4.875
N: -14.028 0.670 3.434
O: -15.160 0.260 2.648
C: -15.006 -0.791 5.305
C: -15.287 1.695 5.170
C: -12.856 -1.476 2.727
H: -13.423 0.913 0.949
H: -12.074 1.751 1.706
H: -11.811 0.209 0.904
H: -10.733 -0.120 3.442
H: -11.401 1.485 3.760
H: -12.118 -1.077 5.331
H: -10.995 0.122 5.871
H: -12.825 1.874 5.516
H: -13.275 0.795 6.779
H: -15.682 -1.223 4.557
H: -15.792 -0.659 6.061
H: -14.409 -1.589 5.753
H: -15.551 1.716 6.227
H: -16.149 1.625 4.502
H: -14.892 2.687 4.947
H: -11.894 -1.968 2.662
H: -13.497 -1.872 3.526
H: -13.553 -1.770 1.929
H: -15.075 -0.698 2.542

Values from the calculation:
LUMO level = 3.813 eV
charge = -2
ΔE to the lowest compared entry with this formula, charge and spin = 73.4 kJ/mol
gap between HOMO and LUMO = 7.5 eV

***

# 5
Below is a 7-piece molecular cluster, C18H42ClN6O6 overall at a distorted geometry, with properties calculated with ωB97M-V with the def2-TZVPD basis set.

Geometry (Å):
Cl: -3.090 9.386 16.837
C: -5.480 4.019 8.787
C: -5.364 5.509 9.191
O: -4.846 6.416 8.464
N: -5.942 5.884 10.420
C: -5.993 7.159 11.092
H: -5.741 3.873 7.739
H: -6.076 3.367 9.426
H: -4.457 3.687 8.962
H: -6.043 5.018 10.930
H: -7.018 7.503 10.953
H: -5.201 7.855 10.814
H: -5.908 6.877 12.141
C: -3.643 14.371 12.872
C: -5.109 14.439 13.278
O: -5.821 15.395 12.958
N: -5.506 13.456 14.037
C: -6.768 13.230 14.656
H: -3.008 14.856 13.613
H: -3.492 14.932 11.950
H: -3.475 13.334 12.582
H: -4.850 12.870 14.533
H: -7.237 12.463 14.041
H: -7.322 14.164 14.563
H: -6.609 13.083 15.724
C: 0.960 11.092 7.454
C: 1.480 10.992 8.885
O: 2.318 11.780 9.276
N: 0.938 10.026 9.617
C: 1.219 9.869 11.069
H: -0.098 10.856 7.337
H: 1.648 10.559 6.799
H: 0.919 12.111 7.070
H: 0.303 9.352 9.214
H: 2.081 9.247 11.308
H: 0.348 9.615 11.673
H: 1.424 10.896 11.374
C: -4.592 3.556 16.060
C: -3.282 3.026 15.509
O: -3.217 1.859 15.115
N: -2.209 3.804 15.380
C: -1.005 3.363 14.630
H: -5.479 3.355 15.460
H: -4.690 4.641 16.082
H: -4.833 3.230 17.072
H: -2.434 4.770 15.572
H: -0.158 4.048 14.640
H: -1.203 3.375 13.558
H: -0.390 2.479 14.794
C: -4.013 17.581 20.231
C: -3.625 16.508 19.236
O: -2.966 16.780 18.291
N: -4.057 15.258 19.469
C: -5.217 14.854 20.300
H: -4.344 17.144 21.173
H: -4.785 18.244 19.840
H: -3.148 18.203 20.463
H: -3.619 14.609 18.832
H: -6.258 15.063 20.055
H: -5.076 15.047 21.364
H: -5.110 13.812 19.999
C: -5.106 8.470 22.740
C: -3.693 8.530 23.287
O: -3.544 8.240 24.526
N: -2.720 8.704 22.361
C: -1.345 8.641 22.794
H: -5.174 7.847 21.849
H: -5.361 9.506 22.512
H: -5.781 8.157 23.536
H: -2.871 8.701 21.362
H: -0.763 8.236 21.966
H: -1.199 7.937 23.613
H: -0.840 9.594 22.957

Values from the calculation:
LUMO level = 1.884 eV
charge = -1
ΔE to the lowest compared entry with this formula, charge and spin = 622.1 kJ/mol
gap between HOMO and LUMO = 6.5 eV

***

# 6
Below is C18H42ClN6O6 as an isolated structure at a distorted geometry, with properties calculated with ωB97M-V with the def2-TZVPD basis set.

Geometry (Å):
Cl: -0.865 -13.079 -41.280
C: 1.510 -14.917 -41.314
C: 1.186 -15.313 -39.834
O: 1.830 -16.086 -39.111
N: 0.143 -14.653 -39.467
C: -0.306 -14.708 -38.105
H: 2.598 -14.995 -41.293
H: 1.277 -13.868 -41.494
H: 1.192 -15.659 -42.047
H: -0.267 -13.976 -40.095
H: 0.066 -15.521 -37.481
H: -1.389 -14.701 -37.975
H: 0.059 -13.783 -37.658
C: -1.431 -12.403 -46.284
C: -0.341 -12.956 -45.514
O: 0.808 -12.532 -45.722
N: -0.635 -13.770 -44.512
C: 0.384 -14.205 -43.490
H: -2.465 -12.392 -45.940
H: -1.574 -13.118 -47.094
H: -1.261 -11.369 -46.585
H: -1.567 -14.158 -44.473
H: 1.007 -15.085 -43.653
H: -0.008 -14.283 -42.476
H: 1.070 -13.379 -43.300
C: -3.588 -11.844 -41.667
C: -4.060 -13.224 -41.048
O: -5.205 -13.557 -41.142
N: -3.052 -14.015 -40.551
C: -3.417 -15.191 -39.762
H: -3.023 -11.907 -42.597
H: -2.928 -11.507 -40.867
H: -4.426 -11.158 -41.784
H: -2.136 -13.616 -40.404
H: -4.494 -15.260 -39.608
H: -2.987 -15.051 -38.770
H: -3.056 -16.156 -40.118
C: -2.785 -16.004 -45.855
C: -3.071 -14.825 -45.015
O: -3.719 -13.899 -45.429
N: -2.351 -14.740 -43.892
C: -2.509 -13.665 -42.899
H: -1.929 -15.657 -46.434
H: -3.688 -16.165 -46.445
H: -2.564 -16.921 -45.310
H: -1.546 -15.330 -43.737
H: -2.246 -13.876 -41.863
H: -3.566 -13.413 -42.814
H: -1.968 -12.785 -43.247
C: -1.906 -11.562 -39.005
C: -0.535 -11.538 -38.282
O: -0.459 -11.410 -37.022
N: 0.462 -11.884 -39.054
C: 1.795 -12.321 -38.567
H: -2.451 -12.504 -38.937
H: -1.850 -11.269 -40.053
H: -2.619 -10.888 -38.530
H: 0.161 -12.228 -39.955
H: 1.864 -13.409 -38.580
H: 2.136 -11.887 -37.627
H: 2.420 -11.759 -39.262
C: -0.751 -11.234 -43.928
C: -0.426 -10.232 -42.869
O: -0.434 -9.065 -43.237
N: -0.346 -10.647 -41.556
C: -0.062 -9.668 -40.458
H: -1.698 -11.754 -43.779
H: 0.013 -12.003 -44.043
H: -0.729 -10.754 -44.906
H: -0.474 -11.649 -41.534
H: 0.665 -10.123 -39.785
H: -0.986 -9.358 -39.970
H: 0.342 -8.713 -40.793

Values from the calculation:
LUMO level = 2.467 eV
charge = -1
ΔE to the lowest compared entry with this formula, charge and spin = 1948.4 kJ/mol
gap between HOMO and LUMO = 8.6 eV

***

> What is the formula in the first record?

C18H42Br10N4O9

***

> What is the gap between HOMO and LUMO in the third record?

3.9 eV

***

> Which value of gap between HOMO and LUMO does entry 3 give?

3.9 eV

***

> LUMO level of number 3 (C18H42CaF2N7O10S2)?

-6.921 eV